Entry 1:
Here is C20H18F6NO4PS2W as an isolated structure from OMol25. Energies are from ωB97M-V/def2-TZVPD.

Its total charge is +2. As for the expectation value of S²: 2.018. The calculation puts the LUMO energy (spin up / spin down) at -0.2835 / -0.3055 Ha. The frontier orbital gap (spin up / spin down) comes out at 7.3 / 6.7 eV. The HOMO energy (spin up / spin down) is -15.02 / -15.00 eV. The multiplicity is 3. The calculation puts the relative energy (zero: lowest compared OMol25 entry of this formula, charge and spin) at 20.9 kJ/mol.

Each line ends with the Mulliken charge.
Positions of all 53 atoms, in Å:
W1 -0.976602 0.317489 1.175707  1.25
C1 -1.788460 0.462827 3.452475  0.69
C2 -0.971918 -0.688814 3.299364  -0.89
C3 0.340964 -0.238825 2.996416  -0.15
C4 0.312415 1.166589 2.846579  -0.71
C5 -1.031795 1.599109 3.047136  -0.77
H1 -3.434507 -0.321462 4.022733  0.38
H2 -1.280737 -1.712900 3.450883  0.47
H3 1.205618 -0.873879 2.891712  0.81
H4 1.151049 1.811684 2.639454  0.62
H5 -1.399904 2.613718 3.004459  0.53
C6 1.955972 1.850889 -0.308640  -1.64
P1 1.271949 0.187529 -0.113765  1.43
C7 2.523430 -0.846258 0.657954  0.74
C8 3.820413 -0.389862 0.869350  -0.74
C9 4.761272 -1.236112 1.444384  -0.73
C10 4.412395 -2.527988 1.801231  -0.66
C11 3.115369 -2.990655 1.595153  -0.76
C12 2.172753 -2.151043 1.032188  -0.59
C13 0.968591 -0.435091 -1.789091  1.20
C14 0.571583 0.470607 -2.779227  -0.54
C15 0.337061 0.027567 -4.069127  -0.87
C16 0.485810 -1.318698 -4.378156  -0.61
C17 0.885011 -2.218197 -3.402278  -0.74
C18 1.131547 -1.782184 -2.109073  -0.66
H6 2.790040 1.820531 -1.010067  0.56
H7 2.301416 2.233346 0.650838  0.46
H8 1.190880 2.526068 -0.689558  0.39
H9 4.110546 0.611469 0.580883  0.36
H10 5.770586 -0.884130 1.608065  0.45
H11 5.152389 -3.181288 2.243341  0.43
H12 2.849169 -4.001362 1.873475  0.45
H13 1.155942 -2.501522 0.878301  0.47
H14 0.464871 1.523409 -2.556058  0.32
H15 0.051002 0.733433 -4.837247  0.47
H16 0.306170 -1.663126 -5.387673  0.44
H17 1.022129 -3.261446 -3.652036  0.45
H18 1.481763 -2.487449 -1.369555  0.39
F1 -3.469565 3.939563 -2.086185  -0.15
C19 -2.642302 2.934813 -2.208623  0.61
F2 -1.457277 3.335336 -2.632960  -0.16
F3 -3.128433 1.999528 -2.995560  -0.17
S1 -2.374966 2.187471 -0.522499  1.13
O1 -1.579919 0.923862 -0.792926  -0.59
O2 -1.618752 3.087621 0.300933  -0.57
N1 -3.782141 1.861603 0.073308  -0.37
S2 -4.195363 0.449594 0.667253  0.33
O3 -2.879783 -0.340608 1.070295  -0.56
O4 -3.063739 0.537452 3.773725  -0.46
C20 -4.661170 -0.612517 -0.829558  0.76
F4 -4.880338 -1.828165 -0.366047  -0.18
F5 -5.757275 -0.091933 -1.334094  -0.18
F6 -3.695156 -0.627597 -1.727595  -0.15

Cartesian forces, eV/Å:
0.34 -0.66 -0.27
-0.13 -0.05 0.21
0.06 0.07 -0.10
0.13 -0.08 0.01
0.04 0.08 -0.05
-0.03 0.15 0.04
0.00 -0.01 0.02
0.02 0.00 0.00
0.02 0.03 0.02
0.01 0.00 0.01
0.00 0.00 -0.01
-0.03 0.06 0.06
-0.15 -0.08 -0.13
-0.12 -0.13 0.05
-0.01 -0.01 -0.04
0.01 0.03 0.00
0.00 -0.03 0.01
0.03 0.01 0.01
0.02 0.13 -0.03
-0.01 0.16 0.02
0.04 -0.07 0.02
0.01 0.01 0.03
-0.01 0.01 -0.03
0.01 -0.03 0.00
-0.01 0.03 0.04
-0.01 0.00 -0.02
0.02 0.00 -0.01
0.00 0.01 0.00
0.04 0.00 0.01
0.00 0.01 -0.01
0.00 -0.01 0.00
-0.01 0.00 0.00
0.02 -0.07 0.03
0.00 0.00 -0.02
0.00 0.00 0.00
0.00 0.00 0.00
0.00 0.00 0.02
-0.01 -0.04 -0.01
0.00 0.02 -0.01
0.04 -0.05 0.03
-0.04 -0.01 -0.02
-0.03 0.02 -0.02
-0.08 -0.01 0.24
0.12 0.37 0.56
-0.12 0.10 -0.29
0.14 0.18 -0.30
0.24 -0.35 -0.08
-0.57 0.11 -0.01
0.03 0.05 -0.04
0.05 0.04 0.09
-0.01 -0.01 -0.02
-0.01 0.02 -0.02
-0.01 0.00 -0.01

Entry 2:
Here is a 3-piece molecular cluster, C15H26ClN2O8S2 overall in a non-equilibrium geometry from OMol25. Energies are from ωB97M-V/def2-TZVPD.

Its total charge is +1. The calculation puts the LUMO energy at -0.1903 Ha. The frontier orbital gap comes out at 7.7 eV. The HOMO energy is -12.85 eV.

Each line ends with the Mulliken charge.
Positions of all 54 atoms, in Å:
C1 -4.058327 3.344714 1.068971  -0.78
C2 -5.087681 2.095498 1.384206  -0.55
C3 -4.493687 1.021774 2.503024  -0.55
C4 -3.583882 -0.127687 1.712762  -0.21
C5 -1.991074 -0.112604 2.198315  0.12
C6 -0.846743 -0.581400 1.141618  -0.22
C7 0.745253 -0.556327 1.527936  0.28
C8 1.946231 -0.969906 0.493686  -0.05
Cl1 1.943447 0.356180 -0.852077  -0.20
C9 3.455638 -0.948055 1.131952  -0.61
C10 3.994407 0.606530 1.430631  -0.71
C11 0.983603 -0.020610 3.095121  -0.24
N1 -0.260003 0.349919 3.847977  0.11
N2 -1.580475 0.349061 3.543280  -0.55
H1 -3.139031 3.412071 1.791522  0.24
H2 -3.638054 3.184509 -0.019370  0.20
H3 -4.692668 4.354527 1.034171  0.27
H4 -6.128556 2.546658 1.744126  0.36
H5 -5.325015 1.565472 0.348113  0.27
H6 -3.852686 1.667324 3.258280  0.31
H7 -5.415576 0.557123 3.073313  0.30
H8 -4.068479 -1.198929 1.763585  0.34
H9 -3.561078 0.202193 0.567158  0.14
H10 -1.190660 -0.928660 0.064144  0.36
H11 1.735032 -1.992411 -0.080876  0.43
H12 3.599462 -1.652962 2.067313  0.34
H13 4.182262 -1.351996 0.274745  0.31
H14 4.519438 1.082732 0.482917  0.06
H15 4.789217 0.583936 2.299111  0.30
H16 3.119492 1.326219 1.735929  0.29
H17 2.082912 0.073738 3.550987  0.35
H18 -0.050357 0.708320 4.832081  0.32
C12 4.963663 1.304449 -3.013429  0.12
C13 6.002666 1.869990 -2.048880  -0.36
O1 7.053116 2.361612 -2.878123  -0.34
S1 6.414958 2.895193 -4.281145  1.08
O2 6.245567 4.328005 -4.183743  -0.52
O3 7.113815 2.257602 -5.372694  -0.52
O4 4.949432 2.198169 -4.125299  -0.32
H19 5.259765 0.314708 -3.375760  0.32
H20 3.970376 1.243133 -2.560772  -0.07
H21 6.380441 1.115765 -1.354471  0.30
H22 5.596125 2.714589 -1.482570  0.36
C14 -2.608641 -4.533792 -1.601586  -0.28
C15 -4.106084 -4.648325 -1.329072  -0.34
O5 -4.549979 -3.310337 -1.115702  -0.31
S2 -3.647786 -2.301296 -2.025819  0.98
O6 -4.377162 -2.016299 -3.241515  -0.56
O7 -3.111824 -1.269197 -1.169127  -0.44
O8 -2.452952 -3.351061 -2.383955  -0.31
H23 -2.047527 -4.402715 -0.670715  0.24
H24 -2.219619 -5.401631 -2.140836  0.33
H25 -4.324521 -5.270619 -0.457978  0.32
H26 -4.636192 -5.044896 -2.201454  0.30

Cartesian forces, eV/Å:
-0.50 -0.06 -1.03
-0.36 0.28 -0.11
-0.46 0.72 -0.52
0.55 1.27 -0.05
3.18 -0.33 0.25
1.85 0.86 2.58
-3.80 1.20 2.88
0.18 -0.08 0.44
-0.34 -1.27 1.12
0.90 0.56 -0.84
0.15 -0.09 0.24
-3.24 -0.82 -3.25
3.44 -0.71 -1.47
0.43 -1.69 -4.40
-1.95 -0.04 -1.19
-0.68 0.44 2.17
1.68 -2.18 0.26
2.34 -1.09 -0.55
0.49 0.89 2.30
-1.28 -1.61 -1.47
2.13 0.71 -1.13
1.31 2.08 0.08
0.15 -0.95 2.59
0.74 0.82 2.42
0.21 2.35 1.54
-0.62 1.45 -1.89
-1.77 0.64 1.93
-1.24 -1.16 2.00
-1.62 0.01 -1.74
1.68 -1.40 -0.58
-3.00 -0.08 -0.72
-0.69 -0.64 -1.78
0.18 -0.50 0.21
-0.50 0.21 0.22
-0.37 -0.17 -0.83
0.38 0.60 -0.67
0.22 -1.99 -0.35
-0.85 1.05 1.52
0.71 0.55 0.27
-0.02 0.04 0.09
0.15 0.19 -0.25
0.19 0.11 -0.26
-0.04 -0.09 0.01
-0.04 -0.47 0.59
0.11 -0.71 -0.54
0.93 1.04 -0.11
-0.73 -0.42 -1.11
1.31 0.01 1.95
-0.56 -0.84 -0.87
-0.90 0.75 0.09
-0.05 -0.08 -0.04
-0.06 0.33 -0.08
-0.03 0.34 -0.04
0.10 -0.03 0.11